An isolated molecule of C19H23BrO4. Source: the OMol25 dataset; level of theory: ωB97M-V/def2-TZVPD.

Results
- largest force on an atom (eV/A) = 0.74
- E_LUMO (eV) = 0.7
- SMILES = COc1ccccc1OCCOCCOc1c(C)cc(C)cc1Br
- gap between HOMO and LUMO (Ha) = 0.318
- E_HOMO (hartree) = -0.29049

Each atom is followed by the atoms it is bonded to, with distances in Å.
Atoms and positions in Å:
1 C -2.973 -3.075 -1.068  O2 1.408, H25 1.089, H26 1.094, H27 1.095
2 O -2.803 -1.707 -0.784  C1 1.408, C3 1.364
3 C -2.166 -1.359 0.370  O2 1.364, C4 1.384, C8 1.412
4 C -1.596 -2.248 1.266  C3 1.384, C5 1.388, H28 1.078
5 C -0.958 -1.782 2.407  C4 1.388, C6 1.377, H29 1.080
6 C -0.891 -0.429 2.660  C5 1.377, C7 1.388, H30 1.079
7 C -1.467 0.473 1.777  C6 1.388, C8 1.382, H31 1.078
8 C -2.103 0.027 0.633  C3 1.412, C7 1.382, O9 1.368
9 O -2.734 0.814 -0.290  C8 1.368, C10 1.403
10 C -2.535 2.203 -0.274  O9 1.403, C11 1.556, H32 1.098, H33 1.093
11 C -1.057 2.597 -0.557  C10 1.556, O12 1.400, H34 1.100, H35 1.093
12 O -0.307 1.524 -1.055  C11 1.400, C13 1.414
13 C -0.530 1.201 -2.413  O12 1.414, C14 1.529, H36 1.101, H37 1.096
14 C 0.014 -0.206 -2.661  C13 1.529, O15 1.415, H38 1.092, H39 1.094
15 O 1.412 -0.311 -2.468  C14 1.415, C16 1.379
16 C 1.827 -0.268 -1.154  O15 1.379, C17 1.397, C23 1.390
17 C 2.486 0.857 -0.652  C16 1.397, C18 1.498, C19 1.387
18 C 2.768 2.030 -1.540  C17 1.498, H40 1.089, H41 1.088, H42 1.087
19 C 2.874 0.874 0.679  C17 1.387, C20 1.387, H43 1.081
20 C 2.645 -0.197 1.531  C19 1.387, C21 1.498, C22 1.386
21 C 3.070 -0.148 2.967  C20 1.498, H44 1.087, H45 1.087, H46 1.091
22 C 2.056 -1.339 1.011  C20 1.386, C23 1.380, H47 1.079
23 C 1.668 -1.363 -0.313  C16 1.390, C22 1.380, Br24 1.898
24 Br 0.966 -2.980 -1.017  C23 1.898
25 H -3.534 -3.111 -2.001  C1 1.089
26 H -2.014 -3.584 -1.203  C1 1.094
27 H -3.546 -3.578 -0.282  C1 1.095
28 H -1.631 -3.309 1.077  C4 1.078
29 H -0.518 -2.490 3.093  C5 1.080
30 H -0.397 -0.060 3.546  C6 1.079
31 H -1.417 1.527 1.999  C7 1.078
32 H -2.863 2.646 0.675  C10 1.098
33 H -3.189 2.574 -1.068  C10 1.093
34 H -1.031 3.453 -1.246  C11 1.100
35 H -0.551 2.880 0.369  C11 1.093
36 H -0.025 1.936 -3.058  C13 1.101
37 H -1.601 1.192 -2.647  C13 1.096
38 H -0.154 -0.486 -3.704  C14 1.092
39 H -0.535 -0.893 -2.010  C14 1.094
40 H 2.047 2.823 -1.347  C18 1.089
41 H 3.765 2.421 -1.346  C18 1.088
42 H 2.694 1.736 -2.584  C18 1.087
43 H 3.368 1.756 1.062  C19 1.081
44 H 2.990 0.863 3.358  C21 1.087
45 H 2.459 -0.813 3.572  C21 1.087
46 H 4.110 -0.464 3.060  C21 1.091
47 H 1.904 -2.210 1.631  C22 1.079